No. 1
ORCA calculation (ωB97M-V with the def2-TZVPD basis set) on a 8-piece molecular cluster, C44H80N8O6P overall.

The geometry in XYZ format:
```
139
Properties=species:S:1:pos:R:3:lowdin_charge:R:1
C -3.94223 -0.56441 0.92556 -0.036
C -3.82197 0.73184 0.59444 -0.167
C -2.77228 1.15490 -0.47982 -0.235
N -1.38947 0.88800 -0.08692 0.010
C -0.88525 1.67274 1.06702 -0.363
C -1.60199 3.03020 1.33550 -0.141
C -0.79628 4.04803 2.19513 -0.179
C -0.71342 3.67547 3.71796 -0.175
C 0.77057 3.84112 4.19089 -0.214
C 1.06531 3.28552 5.61434 -0.214
C 0.66734 1.79079 5.82386 -0.174
C 1.70964 0.71636 5.31045 -0.182
C 2.98723 1.29000 4.62454 -0.158
C 3.99771 0.14639 4.19374 -0.230
O 3.97159 -0.98915 5.06283 -0.218
C 3.25220 -2.04131 4.40516 -0.118
C 0.66142 1.86553 0.80956 -0.163
P 1.05396 2.96479 -0.62710 0.558
O -0.11133 3.52282 -1.34893 -0.288
O 1.88589 2.04198 -1.74372 -0.175
O 2.10485 4.19217 -0.21855 -0.188
C -0.93434 0.71091 2.33613 -0.630
O 0.07317 0.00860 2.59801 -0.069
O -1.93638 0.65931 3.09136 -0.054
H -4.18530 -0.84382 1.96626 0.065
H -3.80552 -1.36378 0.18218 0.026
H -4.44023 1.52138 1.05321 0.091
H -2.95572 2.18493 -0.86982 0.099
H -2.98730 0.48135 -1.35303 0.108
H -0.74974 0.86687 -0.87089 0.093
H -1.93924 3.56358 0.42257 0.098
H -2.53066 2.79330 1.90898 0.116
H -1.34490 5.01930 2.13182 0.112
H 0.22975 4.26902 1.83103 0.068
H -1.15348 2.69213 3.97124 0.086
H -1.30404 4.43403 4.29070 0.111
H 1.43770 3.45033 3.39431 0.070
H 0.96157 4.94553 4.23214 0.111
H 2.11347 3.51653 5.90649 0.095
H 0.43423 3.88245 6.32196 0.105
H -0.32819 1.52574 5.41554 0.097
H 0.58750 1.64542 6.93047 0.098
H 1.99725 0.07389 6.17310 0.107
H 1.18541 0.06365 4.58219 0.077
H 3.51634 1.95721 5.33550 0.100
H 2.69444 1.78521 3.67593 0.089
H 5.02308 0.58206 4.12579 0.112
H 3.71587 -0.16187 3.15821 0.093
H 3.87390 -2.48713 3.59969 0.093
H 2.28354 -1.67269 4.00165 0.065
H 3.00317 -2.79684 5.18610 0.095
H 1.16248 0.89132 0.60864 0.087
H 1.16863 2.29195 1.69893 0.072
H 2.15299 1.20446 -1.32645 0.046
H 2.04318 4.27277 0.75047 0.060
C -0.78445 -4.35088 0.22914 -0.112
C -0.34274 -4.07031 1.65848 -0.256
C 0.72279 -2.97826 1.72834 -0.180
C 1.92763 -3.39024 0.96928 -0.240
N 2.85635 -3.70899 0.38106 0.121
H 0.04248 -4.72551 -0.37934 0.067
H -1.56927 -5.10983 0.21288 0.045
H -1.17779 -3.44761 -0.24283 0.079
H 0.03485 -4.99536 2.10560 0.106
H -1.20730 -3.76022 2.24903 0.114
H 1.00543 -2.79018 2.76377 0.094
H 0.33628 -2.04568 1.31115 0.105
C 1.56206 6.14826 -2.56646 -0.104
C 2.58487 6.50124 -3.64126 -0.264
C 3.48381 7.67798 -3.24696 -0.184
C 2.66599 8.89229 -3.02149 -0.230
N 2.03599 9.83130 -2.84977 0.138
H 0.87073 6.97483 -2.38295 0.075
H 0.96557 5.29041 -2.87621 0.067
H 2.05249 5.89710 -1.62905 0.049
H 2.05890 6.73510 -4.56802 0.052
H 3.21013 5.62613 -3.83778 0.109
H 4.20620 7.88360 -4.03932 0.110
H 4.03866 7.44897 -2.33462 0.114
C -2.09443 9.27262 -4.95084 -0.109
C -0.77940 9.89354 -5.40937 -0.265
C -0.17232 9.17619 -6.61933 -0.181
C 0.11343 7.76298 -6.28376 -0.214
N 0.32810 6.67278 -6.01522 0.167
H -1.95786 8.24118 -4.62046 0.073
H -2.50403 9.83130 -4.10816 0.073
H -2.83463 9.28071 -5.75559 0.073
H -0.07041 9.87929 -4.57820 0.082
H -0.95010 10.94159 -5.66760 0.107
H 0.75762 9.66300 -6.91755 0.113
H -0.85794 9.20682 -7.46864 0.115
C -6.02781 -0.07797 -3.45568 -0.110
C -5.56695 -1.46390 -3.89462 -0.267
C -6.27376 -2.59335 -3.13964 -0.186
C -5.99704 -2.48515 -1.69138 -0.215
N -5.78824 -2.38078 -0.57275 0.173
H -5.79919 0.10662 -2.40380 0.067
H -5.52066 0.69321 -4.03787 0.072
H -7.10509 0.04102 -3.59984 0.073
H -4.48705 -1.54203 -3.74772 0.112
H -5.75474 -1.58061 -4.96525 0.103
H -5.92128 -3.56308 -3.49491 0.108
H -7.35292 -2.54584 -3.29966 0.114
C 7.31027 2.55346 0.70583 -0.112
C 6.57511 2.87026 -0.59247 -0.263
C 5.08209 3.13791 -0.38217 -0.183
C 4.42787 1.94636 0.20089 -0.218
N 3.92869 1.02200 0.65249 0.197
H 6.92907 1.64228 1.17085 0.071
H 8.37346 2.39895 0.51305 0.069
H 7.21098 3.37253 1.42252 0.076
H 6.70605 2.03697 -1.28746 0.112
H 7.03095 3.74906 -1.05531 0.105
H 4.60088 3.37182 -1.33256 0.111
H 4.93474 3.98634 0.28790 0.117
C -1.76236 -8.58393 -0.24326 -0.114
C -3.15365 -9.12361 -0.55459 -0.285
C -3.72002 -8.57494 -1.86861 -0.185
C -3.83402 -7.09986 -1.80182 -0.231
N -3.92306 -5.96173 -1.74851 0.154
H -1.77175 -7.50028 -0.11103 0.055
H -1.38605 -9.02007 0.68125 0.049
H -1.05850 -8.82602 -1.04526 0.073
H -3.82453 -8.87471 0.27045 0.113
H -3.10980 -10.21194 -0.61356 0.073
H -4.70861 -8.99656 -2.05756 0.112
H -3.07234 -8.84205 -2.70623 0.115
C -0.07315 -12.31575 -1.30635 -0.103
C 0.46454 -12.81063 0.03201 -0.262
C -0.64358 -13.25749 0.99012 -0.179
C -1.55063 -12.12506 1.28232 -0.201
N -2.24644 -11.24526 1.50027 0.177
H -0.70518 -11.43359 -1.18347 0.055
H 0.74934 -12.03585 -1.96608 0.075
H -0.65909 -13.09210 -1.80500 0.078
H 1.05328 -12.01488 0.49458 0.114
H 1.14144 -13.64998 -0.14357 0.107
H -0.21160 -13.61422 1.92622 0.115
H -1.22343 -14.07261 0.55292 0.118
```

Calculated values
HOMO = -4.60 eV
Kohn-Sham gap = 0.231 hartree
Charge = -1
Electronic energy = -80420.898 eV

No. 2
ORCA calculation (ωB97M-V with the def2-TZVPD basis set) on a 6-piece molecular cluster, C44H88FNO17S2 overall.

The geometry in XYZ format:
```
153
Properties=species:S:1:pos:R:3:lowdin_charge:R:1
C 10.75719 -2.49957 -1.35344 -0.113
C 9.44830 -2.44851 -0.55786 -0.268
C 8.83974 -1.04906 -0.48585 -0.184
C 7.59026 -1.00398 0.40299 -0.185
O 6.57487 -0.13548 -0.08662 -0.052
C 5.69342 -0.60143 -1.07511 -0.579
O 6.14115 -1.82769 -1.58562 0.065
C 4.30482 -0.78017 -0.49586 -0.081
C 4.30294 -1.71432 0.71641 -0.220
C 2.87780 -1.96164 1.23738 -0.441
S 2.27743 -3.63752 0.83967 0.884
C 0.53952 -3.36895 0.47912 -1.108
S -0.55534 -4.24009 1.32214 0.675
N 0.26123 -2.48068 -0.53424 -0.183
C -1.16118 -2.25684 -0.87505 -0.253
C -1.91309 -1.34667 0.09364 -0.074
C 1.11444 -2.53832 -1.73618 -0.254
C 0.88248 -3.78035 -2.58556 -0.066
O 5.76449 0.27905 -2.17645 0.002
C 5.20262 1.59461 -2.17579 -0.170
C 5.61135 2.44141 -0.96551 -0.152
O 5.27885 3.77930 -1.27069 -0.163
C 4.57081 4.46886 -0.26686 -0.097
C 3.70047 1.62827 -2.57014 -0.303
O 2.94489 2.18832 -1.53793 -0.082
C 1.56357 2.41336 -1.79581 -0.116
C 0.64833 1.45213 -1.02985 -0.178
O -0.17458 2.12150 -0.09056 -0.170
C 0.44004 2.26143 1.18961 -0.250
C 0.30750 1.00350 2.04195 -0.050
O 3.52270 2.41798 -3.73497 -0.060
C 3.49682 1.69395 -4.94191 -0.158
C 2.12168 1.17602 -5.32504 -0.348
C 2.09770 0.57950 -6.72189 -0.029
F 1.72328 0.19934 -4.38916 -0.041
H 11.31952 -1.56774 -1.24178 0.068
H 10.56399 -2.63284 -2.42260 0.070
H 11.39551 -3.32665 -1.03602 0.066
H 8.71216 -3.12050 -1.01087 0.106
H 9.62506 -2.81751 0.45942 0.109
H 8.55975 -0.70991 -1.48744 0.117
H 9.59122 -0.34530 -0.10784 0.114
H 7.19701 -2.01472 0.55797 0.115
H 7.83385 -0.60029 1.38984 0.130
H 6.17162 -1.71987 -2.54189 0.126
H 3.84979 0.17408 -0.23053 0.122
H 3.69222 -1.21416 -1.29094 0.116
H 4.77413 -2.66599 0.44339 0.102
H 4.91884 -1.27754 1.50806 0.118
H 2.17372 -1.24616 0.82029 0.052
H 2.84100 -1.87564 2.32581 0.071
H -1.15360 -1.76135 -1.85109 0.115
H -1.67630 -3.21557 -0.99969 0.098
H -1.51929 -0.32920 0.04225 0.053
H -1.84199 -1.69856 1.12236 0.057
H -2.96995 -1.35423 -0.18102 0.054
H 2.15637 -2.49553 -1.43382 0.062
H 0.91596 -1.63519 -2.31997 0.105
H -0.18287 -3.97849 -2.73279 0.072
H 1.33546 -4.66394 -2.12941 0.079
H 1.32622 -3.61871 -3.57379 0.073
H 5.71112 2.07831 -3.01569 0.167
H 6.69526 2.34400 -0.84742 0.136
H 5.15384 2.10757 -0.02988 0.126
H 3.78057 3.84151 0.15789 0.075
H 5.23735 4.80118 0.53939 0.089
H 4.11566 5.34454 -0.73342 0.092
H 3.36506 0.60585 -2.78842 0.150
H 1.36443 2.36111 -2.86768 0.110
H 1.33411 3.43317 -1.46994 0.140
H 1.25599 0.68789 -0.53325 0.112
H -0.02544 0.93584 -1.72085 0.123
H 1.49684 2.53631 1.07044 0.116
H -0.05725 3.11054 1.66580 0.112
H 1.13089 0.93193 2.75700 0.067
H -0.63857 0.99057 2.58884 0.074
H 0.33117 0.11645 1.40507 0.048
H 4.21554 0.86145 -4.93083 0.144
H 3.81082 2.38994 -5.72737 0.144
H 1.39867 1.99312 -5.23239 0.146
H 3.09417 0.26365 -7.04100 0.082
H 1.69904 1.28719 -7.44876 0.084
H 1.44903 -0.30013 -6.71780 0.083
O 2.36723 3.40337 4.60455 0.104
C 2.23245 2.61533 5.49883 -0.530
O 2.14690 1.30685 5.18454 -0.021
C 2.14155 0.25936 6.16302 -0.232
C 0.75472 -0.00939 6.70617 -0.059
C 2.08523 3.04518 6.93876 0.014
H 2.85982 0.47446 6.95513 0.111
H 2.51048 -0.60967 5.62078 0.121
H 0.35979 0.85092 7.24677 0.069
H 0.77924 -0.85937 7.38838 0.083
H 0.07241 -0.24188 5.88877 0.083
H 1.02945 3.24249 7.12593 0.096
H 2.63498 3.97317 7.06715 0.091
H 2.43408 2.31616 7.66451 0.071
O -4.98613 -2.59760 -0.30135 0.089
C -5.80305 -1.80576 0.08591 -0.533
O -5.62283 -1.24489 1.29378 0.003
C -6.45562 -0.17556 1.77410 -0.230
C -7.71001 -0.65867 2.46153 -0.056
C -7.04016 -1.47357 -0.71444 0.016
H -6.67382 0.52191 0.96494 0.104
H -5.82332 0.35836 2.48187 0.119
H -8.36353 -1.19944 1.77431 0.073
H -8.25316 0.19523 2.86247 0.068
H -7.46666 -1.32155 3.29044 0.087
H -7.81315 -2.19719 -0.45439 0.095
H -6.79852 -1.59367 -1.76676 0.089
H -7.43203 -0.47519 -0.54339 0.071
O 1.03883 -7.40247 -9.22764 0.110
C 1.03722 -6.55084 -8.38539 -0.529
O 0.44161 -6.81825 -7.20306 -0.001
C 0.51736 -5.93065 -6.08218 -0.238
C -0.54411 -4.85296 -6.12724 -0.057
C 1.61745 -5.17690 -8.63478 0.010
H 1.52036 -5.51099 -5.99382 0.108
H 0.36618 -6.57676 -5.21904 0.125
H -0.41880 -4.19653 -6.98898 0.069
H -0.49415 -4.24341 -5.22494 0.059
H -1.53511 -5.30193 -6.18827 0.087
H 0.83940 -4.55801 -9.08232 0.094
H 2.42428 -5.28461 -9.35400 0.090
H 1.99120 -4.67425 -7.74740 0.067
O -9.38821 0.01373 5.06997 0.097
C -10.23542 0.86113 5.12987 -0.525
O -9.84490 2.14819 5.03642 -0.001
C -10.76750 3.23689 4.90976 -0.233
C -11.26874 3.72234 6.25289 -0.064
C -11.69174 0.53338 5.35558 0.015
H -11.58589 2.96715 4.24116 0.112
H -10.18939 4.01279 4.41124 0.125
H -11.84392 2.95473 6.77106 0.067
H -11.90827 4.59524 6.11887 0.081
H -10.42763 4.00243 6.88650 0.083
H -11.86291 0.47738 6.43092 0.095
H -11.88233 -0.44680 4.92805 0.091
H -12.38637 1.25287 4.93188 0.070
O -7.30084 4.44782 1.88325 0.102
C -6.12115 4.38244 1.67544 -0.530
O -5.60975 3.20434 1.26312 -0.016
C -4.25178 3.06441 0.81576 -0.222
C -3.27335 2.87027 1.95243 -0.045
C -5.19433 5.54939 1.92232 0.013
H -3.97347 3.91476 0.19174 0.114
H -4.26942 2.18632 0.17209 0.122
H -3.24199 3.74073 2.60827 0.073
H -2.27642 2.70587 1.54254 0.057
H -3.54896 2.00355 2.55377 0.083
H -4.87973 5.51541 2.96559 0.096
H -5.75989 6.46338 1.76475 0.090
H -4.30785 5.56115 1.29498 0.070
```

Calculated values
Structure (SMILES) = CCCCO[C@@](O)(CCCSC(=S)N(CC)CC)O[C@H](COC)[C@@H](OCCOCC)OC[C@@H](C)F.CCOC(C)=O.CCOC(C)=O.CCOC(C)=O.CCOC(C)=O.CCOC(C)=O
HOMO = -7.80 eV
Kohn-Sham gap = 0.297 hartree
Electronic energy = -107739.125 eV

Question: Which formula does entry 2 have?
Answer: C44H88FNO17S2

Question: Which of these has the highest HOMO?
Answer: C44H80N8O6P

Question: The lowest electronic energy belongs to which entry?
Answer: C44H88FNO17S2

Question: Among the records above, which one has the lowest Kohn-Sham gap?
Answer: C44H80N8O6P